Entry from the Open Molecules 2025 dataset: a molecular structure, C34H25IN9O2RhS at a distorted geometry (ωB97M-V/def2-TZVPD).

CARTESIAN COORDINATES (ANGSTROEM)
I  -1.11054  -1.90668  7.86622
Rh  0.24252  -0.33419  0.09063
S  -1.87695  -1.80700  -0.88274
O  1.21581  -4.18407  1.58031
O  -0.69304  -3.13389  0.97000
N  -1.94946  0.67952  4.46739
N  0.01171  -3.66558  -1.23221
N  1.74049  -1.92032  0.25947
N  -0.92317  1.22047  -0.16171
N  0.76113  0.83097  -4.55432
N  2.33026  0.17696  0.65436
N  0.57641  0.04584  -1.91220
N  -4.88283  6.96037  -1.04953
N  -0.56020  -0.06663  2.02023
C  1.45475  -0.19570  -4.08794
C  1.36593  -0.60022  -2.75977
C  -0.73915  -2.49493  5.91567
C  0.10231  -3.49554  5.63732
C  -5.10493  6.12281  -0.04307
C  4.95412  -0.35849  1.22978
C  4.49406  0.95934  1.22168
C  -2.17156  1.20160  3.34195
C  0.14509  -3.65459  1.86740
C  -0.02038  1.47810  -3.69816
C  -0.12384  1.10831  -2.36639
C  -0.77736  -2.98615  -0.39381
C  -1.42024  0.88643  2.09542
C  -1.13967  -2.13988  3.39771
C  3.16951  1.18155  0.92718
C  -2.43630  2.79743  0.72209
C  -0.96992  1.79163  -1.36739
C  1.93958  -3.26658  0.10929
C  -4.36262  4.97101  0.17263
C  -1.75354  2.91346  -1.57279
C  -1.47504  -1.72421  4.86399
C  -0.50865  -3.96894  -2.58272
C  -3.32835  4.66030  -0.70556
C  -0.27674  -3.34676  3.22296
C  0.34174  -3.91808  4.26664
C  -1.63748  1.68244  0.86909
C  -3.89498  6.66464  -1.88661
C  4.09934  -1.40187  0.93700
C  -2.50025  3.44644  -0.51968
C  -0.32198  -0.83802  3.23803
C  2.76949  -1.09509  0.63877
C  1.30161  -3.92162  -0.97461
C  -0.90299  -0.30715  4.57250
C  -3.09660  5.53731  -1.76143
H  -0.58135  2.31687  -4.09037
H  -2.96140  1.94283  3.27149
H  5.98950  -0.56855  1.46321
H  -1.80409  3.36164  -2.55329
H  0.10408  -4.76148  -3.00194
H  2.10247  -0.71878  -4.78007
H  2.74915  2.17903  0.91487
H  0.61410  -4.02249  6.43022
H  -0.45479  -3.07925  -3.20650
H  -2.53766  -1.69149  5.10696
H  -4.63038  4.32942  1.00070
H  -3.72629  7.36251  -2.69794
H  -0.18003  0.05046  5.30641
H  -5.91789  6.37832  0.62590
H  2.96041  -3.61042  0.22730
H  0.74913  -1.03156  3.29938
H  1.82863  -4.60372  -1.62203
H  1.04350  -4.72495  4.09448
H  -2.01931  -2.14403  2.75551
H  5.15082  1.78720  1.44214
H  4.46687  -2.41694  0.94073
H  -2.98971  3.18522  1.56260
H  -2.29449  5.38882  -2.47112
H  -1.54048  -4.29521  -2.50378
H  1.92935  -1.43495  -2.36441

Output
Frontier orbital gap (spin up / spin down), eV: 5.2 / 5.2
Energy relative to the best compared isomer or geometry (same formula, charge and spin), kcal/mol: 144.3
Charge: +2
Maximum force, Eh/bohr: 0.05968
E_HOMO (spin up / spin down), eV: -12.30 / -12.30

=====

Entry from the Open Molecules 2025 dataset: C5H7NO in the gas phase at a distorted geometry (ωB97M-V/def2-TZVPD).

CARTESIAN COORDINATES (ANGSTROEM)
O  1.64034  -0.94606  -0.64905
N  0.64750  2.23216  -1.47252
C  -0.63318  -0.56319  0.40813
C  1.98275  -0.25654  0.54018
C  -1.88113  0.05996  -0.23441
C  0.69414  -0.02023  -0.13438
C  0.64644  1.22433  -0.90467
H  2.78056  0.48082  0.44750
H  1.99302  -0.85522  1.44920
H  -1.69884  1.10974  -0.48324
H  -0.61302  -1.64767  0.25498
H  -2.16886  -0.45142  -1.15718
H  -0.65249  -0.40011  1.49103
H  -2.73723  0.03345  0.44442

Output
Frontier orbital gap, eV: 12.0
Energy relative to the best compared isomer or geometry (same formula, charge and spin), kcal/mol: 43.4
Charge: 0
SMILES: CC[C@@]1(C#N)CO1
Maximum force, Eh/bohr: 0.02180
E_HOMO, eV: -11.14

=====

Entry from the Open Molecules 2025 dataset: C6H8N2O2 in the gas phase at a distorted geometry (ωB97M-V/def2-TZVPD).

CARTESIAN COORDINATES (ANGSTROEM)
O  -0.67894  1.98475  -0.35305
O  -2.73622  1.89462  0.55043
N  -0.30942  -2.10681  2.00924
N  -1.98531  0.00505  -0.47364
C  0.24909  -0.37591  -1.24343
C  0.63052  -1.61702  1.58595
C  -1.82033  1.33139  -0.05268
C  1.18603  0.07650  -0.01236
C  1.74995  -1.14923  0.87283
C  -1.17121  -0.90653  -1.00680
H  0.63599  0.82582  0.67780
H  2.30569  -1.84768  0.24010
H  2.07817  0.73260  -0.39406
H  2.51079  -0.63099  1.35134
H  -0.72742  2.83360  0.07513
H  0.81800  -1.17767  -1.74440
H  -2.85652  -0.36613  -0.20085
H  0.12114  0.49364  -1.88153

Output
Frontier orbital gap, eV: 8.8
Energy relative to the best compared isomer or geometry (same formula, charge and spin), kcal/mol: 81.5
Charge: 0
Maximum force, Eh/bohr: 0.08103
E_HOMO, eV: -8.68